Formula: ClH3N2S2
Source: OMol25
Level of theory: the ωB97M-V functional and the def2-TZVPD basis

The multiplicity is 1. Its molecular weight is 130.6 g mol⁻¹. Its highest occupied orbital energy (spin up / spin down) is -9.3503 / -9.3506 eV. The HOMO-LUMO gap (spin up / spin down) comes out at 0.3052 / 0.3052 Ha. The relative energy (zero: lowest compared OMol25 entry of this formula, charge and spin) is 18.31 kcal per mole. The structure (SMILES) is SN(S)NCl.

Each line ends with the natural charge from an NBO analysis.
Positions of all 8 atoms, in Å:
H (1.3351, 0.0149, 1.3778)  0.1551
H (-1.3834, -1.0774, 0.0030)  0.1368
Cl (-1.6069, 0.7604, 1.1502)  -0.3260
H (0.4089, 1.7105, -0.5121)  0.3801
N (0.3810, -0.2069, -0.6373)  -0.4476
N (-0.2624, 0.9310, -0.5308)  -0.2676
S (-0.7143, -1.4914, -1.0302)  0.1920
S (1.8421, -0.6412, 0.1793)  0.1773

***

Formula: ClH3NOP
Source: OMol25
Level of theory: the ωB97M-V functional and the def2-TZVPD basis

The multiplicity is 1. Its molecular weight is 99.5 g mol⁻¹. Its highest occupied orbital energy is -10.3827 eV. The HOMO-LUMO gap comes out at 0.3877 Ha. The relative energy (zero: lowest compared OMol25 entry of this formula, charge and spin) is 18.20 kcal per mole. The structure (SMILES) is NP=O.Cl.

Each line ends with the natural charge from an NBO analysis.
Positions of all 7 atoms, in Å:
P (1.3910, 0.8289, 0.4716)  1.4527
O (0.4545, 1.8689, 0.1923)  -1.0551
Cl (-3.4269, 2.6303, -0.7836)  -0.3004
H (-2.2654, 2.0720, -0.3970)  0.2985
H (-0.1745, -0.7234, -0.5726)  0.4228
H (1.5509, -1.3863, -0.4192)  0.4178
N (0.8337, -0.6520, -0.1643)  -1.2363

***

Formula: ClH3NP
Source: OMol25
Level of theory: the ωB97M-V functional and the def2-TZVPD basis

The multiplicity is 1. Its molecular weight is 83.5 g mol⁻¹. Its highest occupied orbital energy (spin up / spin down) is -8.4739 / -8.4722 eV. The HOMO-LUMO gap (spin up / spin down) comes out at 0.2588 / 0.2580 Ha. The relative energy (zero: lowest compared OMol25 entry of this formula, charge and spin) is 50.98 kcal per mole.

Each line ends with the natural charge from an NBO analysis.
Positions of all 6 atoms, in Å:
H (0.7142, -0.2339, -0.5706)  0.3624
H (1.7929, -1.0181, 0.5039)  0.3736
P (-2.2327, 1.5146, -0.6490)  0.2693
Cl (-2.3376, -0.4523, -0.6134)  -0.2680
N (1.3125, -0.1179, 0.3080)  -1.1054
H (0.7506, 0.3076, 1.0211)  0.3682

***

Formula: ClH3O3P
Source: OMol25
Level of theory: the ωB97M-V functional and the def2-TZVPD basis

The multiplicity is 1. Its molecular weight is 117.4 g mol⁻¹. Its highest occupied orbital energy is -15.0302 eV. The HOMO-LUMO gap comes out at 0.3074 Ha. The relative energy (zero: lowest compared OMol25 entry of this formula, charge and spin) is 61.40 kcal per mole. The charge is +1.

Each line ends with the natural charge from an NBO analysis.
Positions of all 8 atoms, in Å:
P (2.2770, -0.2717, -0.0890)  2.5324
H (0.9127, 0.8095, 1.2895)  0.5586
O (0.9428, 0.1881, 0.6237)  -0.9049
O (1.9013, -1.5439, -0.8250)  -0.9277
Cl (-2.7819, 0.1623, -0.1590)  -0.2628
H (0.9746, -1.8868, -0.8460)  0.5859
O (3.5138, 0.3680, -0.2413)  -0.8461
H (-2.7761, -1.0350, -0.5967)  0.2645

***

Formula: ClH3O3PSi
Source: OMol25
Level of theory: the ωB97M-V functional and the def2-TZVPD basis

The multiplicity is 1. Its molecular weight is 145.5 g mol⁻¹. Its highest occupied orbital energy is -4.9343 eV. The HOMO-LUMO gap comes out at 0.3140 Ha. The relative energy (zero: lowest compared OMol25 entry of this formula, charge and spin) is 44.25 kcal per mole. The charge is -1.

Each line ends with the natural charge from an NBO analysis.
Positions of all 9 atoms, in Å:
H (2.3577, -0.5418, 0.1141)  -0.1554
Si (-1.2496, 0.6983, 0.2865)  1.5365
H (-1.2765, 1.9977, -0.4472)  -0.2893
Cl (1.1197, -0.7827, -1.8812)  -0.3991
P (0.8970, -0.6432, 0.1018)  1.9431
O (-1.2659, 0.5889, 1.8307)  -1.2475
O (0.2530, -1.8660, 0.5276)  -1.0688
O (0.5962, 0.7997, 0.3866)  -1.0819
H (-1.4315, -0.2509, -0.9189)  -0.2376

***

Formula: ClH3S
Source: OMol25
Level of theory: the ωB97M-V functional and the def2-TZVPD basis

The multiplicity is 1. Its molecular weight is 70.5 g mol⁻¹. Its highest occupied orbital energy is -9.0653 eV. The HOMO-LUMO gap comes out at 0.3623 Ha. The relative energy (zero: lowest compared OMol25 entry of this formula, charge and spin) is 44.66 kcal per mole.

Each line ends with the natural charge from an NBO analysis.
Positions of all 5 atoms, in Å:
Cl (0.5093, -0.5334, -0.6007)  -0.2698
S (-0.4161, 1.2557, 0.7520)  -0.2279
H (-1.3013, 0.3302, 0.3521)  0.1471
H (0.5243, 0.3405, 1.0300)  0.1363
H (0.6838, -1.3930, -1.5334)  0.2143

***

Formula: ClH40O24
Source: OMol25
Level of theory: the ωB97M-V functional and the def2-TZVPD basis

The multiplicity is 1. Its molecular weight is 459.7 g mol⁻¹. Its highest occupied orbital energy is -7.1962 eV. The HOMO-LUMO gap comes out at 0.3406 Ha. The relative energy (zero: lowest compared OMol25 entry of this formula, charge and spin) is 13.39 kcal per mole. The charge is -1.

Each line ends with the natural charge from an NBO analysis.
Positions of all 65 atoms, in Å:
O (18.4930, -1.6130, -2.5680)  -0.9513
H (24.3510, -0.2490, -3.7690)  0.4954
O (23.6120, 2.9590, -4.0610)  -0.9382
H (18.2250, 3.9380, -1.5180)  0.4703
H (18.5890, 2.1880, 2.3020)  0.4652
O (18.3260, 0.0570, -0.1050)  -0.9635
H (17.7640, 1.2080, -3.4510)  0.4856
H (19.4190, 2.7370, -3.5980)  0.4968
H (19.3510, -1.8580, -2.2150)  0.5044
O (20.9150, 0.7590, -0.4320)  -0.8621
O (21.7500, 0.0420, 2.0120)  -0.9717
O (23.7020, -0.0100, -4.4240)  -0.9941
O (25.4650, -1.1250, -2.5590)  -0.9669
O (21.0450, 4.7340, -1.7730)  -0.9384
H (23.2180, -2.0380, -0.9160)  0.5016
H (19.2190, 0.1580, -0.4220)  0.5033
H (21.3560, 4.5600, -2.6790)  0.4406
H (18.1060, -0.8430, -0.1130)  0.4733
O (18.5460, 1.2570, -2.9230)  -0.9741
H (20.2520, -3.1140, -0.4400)  0.4600
H (20.4050, 3.7490, -4.2590)  0.4677
H (24.6500, 0.4860, 0.1800)  0.4814
O (20.3190, -2.1390, -0.3580)  -1.0148
H (20.4320, 2.9120, 1.4600)  0.4818
O (19.2530, 1.5800, 1.9570)  -0.9888
H (24.6090, 1.3930, -1.7830)  0.4733
Cl (21.6630, 0.8410, -1.6950)  2.4628
O (23.1240, 0.5690, -1.4230)  -0.8368
H (19.8820, 1.8310, -5.2020)  0.4711
H (26.2350, -0.9090, -3.0700)  0.4724
H (23.0310, -0.7940, -0.1550)  0.4849
H (21.3740, 0.1710, 1.1140)  0.4822
H (22.1230, -1.2310, -4.8540)  0.5004
O (20.7440, 1.3750, -5.0820)  -0.9611
H (23.2380, 3.0860, -0.2400)  0.4622
O (23.3970, 3.6930, -0.9220)  -0.9708
H (23.1520, 2.5930, -3.3310)  0.4813
H (22.5270, 3.8270, -1.2610)  0.4847
H (23.1880, 3.8180, -4.1370)  0.4573
O (18.7370, 3.2130, -1.1750)  -0.9611
H (17.9220, -1.7000, -1.8270)  0.4539
H (20.3920, 4.0320, -1.6070)  0.5044
O (19.5040, 3.4760, -4.2670)  -0.9724
H (23.6300, 0.9400, -4.4410)  0.4827
O (22.8860, -1.7470, -0.0780)  -0.9554
H (25.0200, 2.6920, -2.4330)  0.4874
H (25.5820, -0.7520, -1.6770)  0.5023
H (21.8530, -1.7010, -2.7180)  0.4803
O (25.3780, 1.8130, -2.2720)  -0.9807
O (22.4370, -2.4720, -2.8290)  -0.9509
H (21.2800, -2.0450, -0.2240)  0.5083
H (18.5530, 0.4140, -2.4830)  0.5225
O (21.1150, -0.2180, -2.6460)  -0.8254
H (18.5440, 2.5490, -1.8210)  0.4838
H (20.7020, -1.1860, -5.4460)  0.4621
O (25.3110, -0.1860, 0.1070)  -0.9419
H (18.7120, 1.0820, 1.2670)  0.5105
H (21.4720, 0.7930, 2.5420)  0.4743
H (20.7430, 2.7410, -0.0040)  0.4707
H (21.7640, -3.1600, -2.7770)  0.4511
O (21.4540, 2.2250, -2.2980)  -0.8387
H (25.8330, -0.1080, 0.8730)  0.4772
O (21.5580, -1.5770, -5.5080)  -0.9690
O (20.9300, 3.3190, 0.7660)  -0.9758
H (20.6980, 1.0820, -4.1700)  0.4726

***

Formula: ClH42O21
Source: OMol25
Level of theory: the ωB97M-V functional and the def2-TZVPD basis

The multiplicity is 1. Its molecular weight is 413.8 g mol⁻¹. Its highest occupied orbital energy is -7.7191 eV. The HOMO-LUMO gap comes out at 0.3521 Ha. The relative energy (zero: lowest compared OMol25 entry of this formula, charge and spin) is 36.84 kcal per mole. The charge is -1.

Each line ends with the natural charge from an NBO analysis.
Positions of all 64 atoms, in Å:
H (-20.8365, -8.4960, -21.2029)  0.4856
O (-20.2333, -13.8798, -20.4882)  -0.9753
H (-19.0786, -11.1920, -18.0917)  0.4997
H (-17.3550, -8.0626, -20.1727)  0.4750
H (-15.9379, -9.6774, -18.1254)  0.4913
O (-15.7910, -9.0613, -21.7678)  -0.9332
H (-16.5136, -11.0723, -18.2465)  0.4952
H (-19.9287, -11.5976, -16.9065)  0.4809
H (-14.5467, -13.6093, -17.7685)  0.4920
H (-17.2177, -14.0708, -21.7345)  0.5104
H (-20.0831, -7.2878, -21.7172)  0.4762
O (-18.9684, -10.7111, -22.9242)  -0.9623
H (-15.8141, -12.8348, -19.7479)  0.5043
H (-20.6554, -10.1876, -23.5591)  0.4991
H (-22.3989, -14.6256, -22.4241)  0.4558
O (-13.1012, -10.1557, -18.8356)  -0.9456
O (-16.6276, -12.5350, -22.9903)  -0.9848
H (-20.8580, -10.7265, -19.5584)  0.4826
H (-19.3574, -9.2156, -17.0838)  0.4915
H (-18.6456, -12.6587, -25.7560)  0.4629
H (-13.9540, -14.5584, -20.1961)  0.4914
H (-19.3856, -14.0473, -20.9000)  0.4941
O (-15.2089, -11.6864, -15.4695)  -0.9999
H (-14.9083, -12.3779, -16.0591)  0.4839
O (-16.1606, -7.9620, -18.6069)  -0.9637
H (-20.9717, -14.4471, -21.9517)  0.4846
H (-15.9006, -7.1240, -18.9896)  0.4882
H (-16.8883, -11.9816, -22.2541)  0.4990
H (-16.0683, -9.8761, -21.3490)  0.4756
O (-20.9415, -7.7108, -21.7402)  -0.9680
H (-14.0394, -10.2544, -18.6732)  0.4864
H (-13.1652, -13.8147, -17.1844)  0.4806
O (-13.2518, -15.0720, -20.5952)  -0.9694
H (-20.7652, -10.4425, -25.0473)  0.4443
O (-17.5005, -15.8932, -18.6164)  -0.9676
O (-19.8995, -10.9877, -17.6437)  -0.9778
H (-16.4630, -7.7401, -17.7263)  0.4994
O (-21.4743, -10.1844, -20.0510)  -0.9537
O (-17.6574, -14.7903, -21.2815)  -0.9877
H (-15.4898, -10.9801, -16.0513)  0.4798
H (-13.0494, -9.5951, -19.6097)  0.4485
O (-18.2741, -13.3787, -25.2462)  -0.9455
H (-16.0790, -14.3051, -19.5030)  0.5011
H (-15.0004, -8.8045, -21.2933)  0.4550
Cl (-17.8166, -11.4648, -19.9997)  -0.9133
O (-21.4947, -14.6052, -22.7376)  -0.9645
O (-19.4497, -8.4121, -16.5719)  -0.9628
H (-17.7430, -15.4750, -21.9450)  0.4905
H (-18.8620, -10.9259, -21.9976)  0.4844
H (-18.3643, -11.2989, -23.3778)  0.4722
O (-18.2244, -8.2406, -20.5312)  -0.9710
O (-21.2880, -10.3945, -24.2469)  -0.9536
H (-17.8137, -15.4342, -19.3958)  0.4893
H (-19.6691, -8.7131, -15.6902)  0.4578
H (-18.2336, -9.1860, -20.6803)  0.4780
O (-15.3816, -13.6885, -19.7255)  -0.9891
O (-14.0719, -13.6324, -16.9377)  -0.9593
H (-15.6761, -12.4414, -23.0358)  0.4924
H (-13.4192, -15.9702, -20.3096)  0.4570
O (-15.8374, -10.5692, -17.7928)  -0.9990
H (-20.1231, -13.0381, -20.0460)  0.4880
H (-21.8311, -9.5772, -19.4027)  0.4738
H (-18.1918, -16.5241, -18.4155)  0.4720
H (-17.5967, -12.9679, -24.7090)  0.4775

***

Formula: ClH4N2OP
Source: OMol25
Level of theory: the ωB97M-V functional and the def2-TZVPD basis

The multiplicity is 1. Its molecular weight is 114.5 g mol⁻¹. Its highest occupied orbital energy is -9.4666 eV. The HOMO-LUMO gap comes out at 0.3639 Ha. The relative energy (zero: lowest compared OMol25 entry of this formula, charge and spin) is 50.44 kcal per mole. The structure (SMILES) is NNP(O)Cl.

Each line ends with the natural charge from an NBO analysis.
Positions of all 9 atoms, in Å:
H (-1.8771, 0.3924, -0.6486)  0.3614
Cl (0.8610, -0.8175, -2.9644)  -0.6069
N (-1.4971, -0.1892, 0.0949)  -0.6512
N (-0.0943, -0.1540, 0.1072)  -0.8074
H (2.9230, -1.1372, -0.6960)  0.5228
H (-1.8749, 0.1124, 0.9890)  0.3588
H (0.3826, 0.7318, 0.2751)  0.3886
O (2.1948, -0.7805, -0.1797)  -1.0045
P (0.7580, -1.4083, -0.5304)  1.4384

***

Formula: ClH4NSi
Source: OMol25
Level of theory: the ωB97M-V functional and the def2-TZVPD basis

The multiplicity is 1. Its molecular weight is 81.6 g mol⁻¹. Its highest occupied orbital energy is -9.2580 eV. The HOMO-LUMO gap comes out at 0.3298 Ha. The relative energy (zero: lowest compared OMol25 entry of this formula, charge and spin) is 61.76 kcal per mole.

Each line ends with the natural charge from an NBO analysis.
Positions of all 7 atoms, in Å:
N (0.5727, -0.9097, -0.4634)  -1.2753
H (0.7546, 1.1458, 1.8781)  -0.2819
H (0.0609, -1.6570, 0.0178)  0.3973
Si (-0.3113, 0.5509, -0.1532)  1.3410
Cl (-2.2907, 0.1551, 0.0595)  -0.3786
H (1.4231, -0.6647, -0.0228)  0.3891
H (-0.2092, 1.3796, -1.3160)  -0.1917

***

Formula: ClH4PSi
Source: OMol25
Level of theory: the ωB97M-V functional and the def2-TZVPD basis

The multiplicity is 1. Its molecular weight is 98.5 g mol⁻¹. Its highest occupied orbital energy is -8.5700 eV. The HOMO-LUMO gap comes out at 0.3121 Ha. The relative energy (zero: lowest compared OMol25 entry of this formula, charge and spin) is 39.08 kcal per mole.

Each line ends with the natural charge from an NBO analysis.
Positions of all 7 atoms, in Å:
H (0.9931, 2.3629, -0.9063)  0.0039
H (-0.7788, -1.6608, -0.1087)  -0.1394
H (-1.0425, -0.1609, 1.7369)  -0.1832
Si (-1.2358, -0.3076, 0.3452)  0.8653
Cl (-2.9583, 0.5294, -0.0942)  -0.3328
H (1.4215, 0.2752, -0.4268)  -0.0179
P (0.9559, 1.4369, 0.2533)  -0.1959

***

Formula: ClH6NSi2
Source: OMol25
Level of theory: the ωB97M-V functional and the def2-TZVPD basis

The multiplicity is 3. Its molecular weight is 111.7 g mol⁻¹. Its highest occupied orbital energy (spin up / spin down) is -7.2710 / -9.2649 eV. The HOMO-LUMO gap (spin up / spin down) comes out at 0.2931 / 0.2447 Ha. The relative energy (zero: lowest compared OMol25 entry of this formula, charge and spin) is 7.95 kcal per mole. Its expectation value of S² is 2.0024.

Each line ends with the natural charge from an NBO analysis.
Positions of all 10 atoms, in Å:
Si (1.0240, 0.8476, -0.0496)  1.0150
H (1.0020, 0.8549, 1.4945)  -0.1507
H (1.9850, 1.7099, -0.8310)  -0.1815
Si (-2.2740, -0.8451, -0.2182)  0.5672
H (1.9333, -1.5027, 0.2742)  0.4014
Cl (-2.9975, 1.0835, -0.4257)  -0.3940
H (0.3379, -1.4411, -0.3549)  0.3814
H (-2.2019, -1.0621, 1.1945)  -0.1563
N (1.1721, -0.9238, -0.0492)  -1.3192
H (0.0191, 1.2790, -1.0345)  -0.1631